{"formula": "C8H16ClMgN3O3", "method": "the ωB97M-V functional and the def2-TZVPD basis", "symbols": ["H", "Cl", "H", "C", "H", "H", "H", "H", "O", "O", "C", "C", "Mg", "H", "C", "N", "H", "N", "C", "C", "H", "H", "H", "H", "N", "H", "H", "H", "C", "C", "O", "H"], "xyz": [[1.151288, -0.173068, -1.526056], [-2.059029, -4.265568, -1.450947], [-0.622447, 0.986674, 1.893057], [-1.046354, -1.852075, -0.411477], [-0.979509, -1.694393, -1.578272], [-0.176628, -3.902081, 0.125892], [4.091604, 0.543400, 0.346208], [1.688845, -1.240451, 1.391690], [-2.833652, 1.707106, -0.343076], [-2.060642, 4.047101, -1.079030], [1.986505, 0.588415, 0.302256], [-2.222720, -0.850882, 0.179265], [1.076146, -1.248854, -2.701979], [0.727013, 2.017270, -0.954425], [0.859369, 1.775415, 0.206540], [3.352076, 1.306393, 0.325267], [-2.406068, -0.985028, 1.328310], [1.938506, -0.242062, 1.566140], [-0.627240, 1.371667, 0.767154], [-1.270607, -3.439047, 0.017461], [-3.223854, -1.071063, -0.390678], [3.393716, 1.779154, 1.254736], [2.780990, 0.136346, -1.582251], [1.295228, 2.782944, 0.673783], [2.038078, -0.284287, -0.969348], [1.367165, 0.194237, 2.322513], [-1.890125, -3.528730, 1.016836], [-1.255812, 0.661013, -1.313328], [-1.735175, 0.690718, -0.230942], [-2.053325, 2.980798, -0.245186], [-1.238761, 2.727719, 0.965658], [-0.044581, -1.518781, 0.094228]], "forces_ev_per_a": [[0.154, 2.989, 2.907], [0.604, 0.638, 1.529], [0.046, 0.287, -2.682], [-0.098, 0.108, 2.587], [-0.185, -0.394, 1.057], [-2.693, 0.737, -0.035], [-1.074, 1.233, 0.330], [0.208, 1.261, 0.520], [3.570, 0.971, -0.371], [-0.087, -8.290, 6.601], [0.962, 2.163, 2.550], [-0.057, 0.979, -1.616], [-0.208, -2.029, -0.206], [0.302, -0.293, 2.348], [-0.048, -0.638, -1.323], [-0.966, -1.795, -0.471], [0.661, 0.256, -2.223], [-1.183, -0.362, -1.681], [-0.420, 2.193, 1.440], [1.529, 0.793, -0.663], [1.904, 0.419, 1.164], [0.058, -0.514, -0.989], [-0.399, 0.122, 0.936], [-1.225, -2.425, -0.715], [0.080, -0.632, -2.152], [0.534, -0.660, -1.056], [1.150, 0.107, -2.321], [-0.736, -0.191, 1.655], [0.045, -0.332, 0.010], [0.092, 3.645, -2.628], [-0.853, 0.157, -3.563], [-1.664, -0.504, -0.938]], "max_force_ha_per_bohr": 0.2061, "e_tot_ha": -1363.753743, "e_homo_ev": -16.3, "e_lumo_ev": -12.446, "gap_ev": 3.84, "total_charge": 2}

{"formula": "C8H16ClNO", "method": "the ωB97M-V functional and the def2-TZVPD basis", "symbols": ["C", "H", "H", "C", "H", "H", "H", "C", "H", "N", "H", "H", "H", "H", "H", "O", "H", "H", "C", "C", "H", "H", "Cl", "H", "C", "C", "C"], "xyz": [[-0.704244, 1.285474, -1.069551], [0.615800, 2.167186, -2.482447], [-3.183248, -0.302809, 0.620355], [-1.309584, -1.695399, 1.176603], [3.198339, -1.673329, -0.886344], [-0.674885, 2.263159, -0.517149], [-1.818354, -2.433963, 0.438918], [1.769186, 1.636006, 1.542722], [-2.113371, -1.124023, 1.863971], [-0.619942, -0.756890, 0.368213], [-0.047056, 0.578737, -2.901891], [-3.190466, 1.132424, -0.466256], [2.443435, -2.324441, 0.615307], [-2.984385, -0.693753, -1.081524], [1.887595, 2.447920, 0.762394], [2.718052, -0.150815, 0.358108], [1.268910, 0.605488, -1.726822], [-0.659510, -2.269446, 1.909666], [-1.247170, 0.153079, -0.262019], [-2.794993, 0.066028, -0.334629], [1.257484, 1.837933, 2.436339], [1.328866, -1.551693, -0.625599], [1.568411, -0.654518, 2.788353], [-1.598377, 1.418102, -1.758483], [2.049451, 0.361499, 1.440161], [2.429304, -1.458629, -0.139135], [0.410754, 1.136671, -2.069261]], "forces_ev_per_a": [[-1.976, 1.118, -1.118], [0.282, -1.183, 0.475], [-0.123, 0.104, -0.366], [-2.137, -0.828, 0.978], [-0.189, 0.201, 0.130], [0.129, -1.090, 0.039], [0.403, 0.848, 1.610], [-0.077, 1.532, -1.288], [1.515, -1.587, -1.441], [1.472, 1.573, -0.287], [0.600, -0.024, 0.079], [0.106, -1.839, -0.416], [0.214, 1.610, -0.572], [-0.600, 0.283, -0.525], [0.112, -1.459, 0.992], [-0.471, -0.613, 1.046], [0.819, -0.001, 0.276], [-0.485, 0.762, -1.244], [-1.379, -1.334, 0.939], [0.783, 2.001, 1.357], [-0.475, 0.927, 0.946], [2.637, 0.594, 1.063], [0.495, -0.367, -0.439], [0.925, 0.507, 0.716], [0.393, -0.678, -1.407], [-2.346, -1.763, -0.439], [-0.629, 0.709, -1.102]], "max_force_ha_per_bohr": 0.0577, "e_tot_ha": -904.485484, "e_homo_ev": -8.6, "e_lumo_ev": 0.838, "smiles": "CC/C(C)=N/C.C=C(Cl)OC", "gap_ev": 9.44, "total_charge": 0, "e_above_lowest_ev": 2.2537}

{"formula": "C8H16ClNO2P", "method": "the ωB97M-V functional and the def2-TZVPD basis", "symbols": ["H", "P", "O", "H", "H", "C", "C", "H", "C", "H", "C", "H", "O", "H", "H", "H", "C", "H", "Cl", "H", "H", "H", "C", "C", "C", "H", "H", "H", "N"], "xyz": [[0.462351, -1.727946, -1.264247], [-1.484508, 0.400400, -0.035288], [0.091481, -1.728991, 1.072610], [2.352593, -0.058971, -2.245659], [1.309689, 1.142113, -1.426150], [1.439974, -2.181954, 1.059823], [0.977363, -0.886115, -0.825489], [-2.541698, 2.327002, 0.966146], [1.362762, 0.147002, -1.853475], [-2.498043, -1.213430, 1.460754], [-0.423481, 2.722693, 1.225631], [0.509385, 2.246381, 0.953067], [-0.063101, -0.862028, -3.423541], [-0.300027, 3.065717, 2.243344], [-3.690629, -0.236996, 0.651510], [1.814836, -2.049600, 2.065109], [-2.777804, -0.798342, 0.499862], [1.411429, -3.200713, 0.707389], [0.143917, 1.645731, -3.813592], [-2.904376, -1.595256, -0.215063], [-1.747598, 1.342747, 2.164544], [2.521327, -0.490775, 0.379472], [0.425910, 0.083750, -3.032644], [-1.634217, 1.782049, 1.177267], [0.110579, -0.470960, 0.336744], [2.906897, -1.840597, -0.497488], [0.646489, 0.194918, 1.032139], [-0.575241, 3.609180, 0.634483], [2.153740, -1.367011, 0.002743]], "forces_ev_per_a": [[0.276, -0.464, -0.361], [-0.760, 0.176, -1.528], [0.303, 0.335, -0.501], [0.324, 0.173, -0.142], [0.304, 0.216, 0.021], [-1.399, -0.161, 0.250], [-0.213, 0.456, -0.081], [-0.300, 0.019, -0.277], [-0.089, 0.262, 0.441], [-0.030, -0.234, 0.214], [-0.468, -0.002, 0.282], [0.245, -0.037, -0.230], [-2.186, -4.519, -1.701], [0.099, 0.125, 0.286], [-0.283, 0.059, -0.241], [0.813, -0.020, -0.046], [0.839, 0.402, 0.551], [0.419, -0.423, 0.172], [0.214, 0.087, 0.116], [-0.148, -0.114, -0.268], [-0.226, -0.070, 0.245], [0.373, -0.284, 0.258], [1.543, 4.182, 1.203], [0.971, -0.842, 0.710], [-0.318, -0.125, 1.679], [-0.184, -0.267, 0.026], [0.182, 0.481, -0.502], [0.086, 0.195, -0.487], [-0.387, 0.392, -0.090]], "max_force_ha_per_bohr": 0.1031, "e_tot_ha": -1320.918540, "e_homo_ev": -11.9, "e_lumo_ev": -3.440, "smiles": "CCP(C)[C@H]1OC[NH2+][C@@H]1CC(=O)Cl", "gap_ev": 8.45, "total_charge": 1, "e_above_lowest_ev": 0.7077}

{"formula": "C8H16CsO4S2", "method": "the ωB97M-V functional and the def2-TZVPD basis", "symbols": ["H", "S", "H", "H", "H", "C", "C", "H", "H", "O", "H", "C", "Cs", "S", "H", "H", "O", "H", "C", "H", "H", "H", "O", "C", "O", "C", "C", "H", "C", "H", "H"], "xyz": [[-2.290405, -3.369010, 1.240665], [-1.579317, -1.224330, -0.706207], [0.460465, 1.531531, 1.013578], [0.460895, 2.087363, -0.706124], [1.624586, 3.908851, 0.377668], [-3.233667, -1.916651, -0.764802], [-3.697749, -1.851208, 0.686647], [-3.829982, -1.352200, -1.476917], [4.128716, 3.355214, -0.130342], [-0.696883, -2.076311, -1.475360], [-2.616471, -2.280450, 2.574757], [3.639846, 1.254326, -0.313781], [0.493165, -0.981625, -3.978552], [2.066804, 0.413476, -0.285139], [-3.961540, -0.821854, 0.944173], [4.158213, 1.001658, 0.610189], [2.050411, -0.588043, 0.746094], [4.212922, 0.876561, -1.158257], [-1.316514, -1.446509, 1.051607], [-4.581449, -2.462158, 0.859674], [2.373918, 2.825141, 1.554722], [3.022121, 2.980476, -1.435791], [-1.634831, 0.194199, -0.982161], [3.279538, 2.731047, -0.402493], [1.715034, 0.024251, -1.642826], [-2.489268, -2.323687, 1.495037], [1.062823, 1.824930, 0.158246], [-1.456854, -0.441384, 1.448830], [2.073818, 2.926185, 0.510343], [-3.106050, -2.950973, -1.083004], [-0.332283, -1.848811, 1.269533]], "forces_ev_per_a": [[0.058, 0.024, 0.053], [-0.366, -0.175, 0.485], [-0.213, -0.005, -0.148], [-0.152, -0.115, 0.027], [0.000, 0.001, 0.079], [0.069, -0.018, 0.137], [-0.143, 0.112, 0.117], [0.021, 0.019, -0.016], [-0.037, 0.012, 0.085], [0.190, 0.066, -0.387], [-0.120, 0.117, -0.016], [0.262, -0.046, -0.109], [-0.039, -0.065, 0.055], [-0.009, -0.001, -0.064], [0.028, -0.024, 0.032], [-0.075, 0.016, 0.060], [-0.156, -0.095, -0.010], [-0.036, -0.025, 0.000], [-0.452, -0.006, 0.093], [0.025, -0.063, -0.066], [0.021, 0.046, -0.008], [-0.052, 0.011, 0.044], [0.241, -0.013, -0.380], [0.176, 0.001, -0.242], [0.184, 0.021, -0.054], [0.130, -0.248, -0.023], [0.324, 0.279, 0.335], [0.270, -0.008, 0.148], [-0.174, 0.053, 0.027], [-0.084, 0.015, -0.095], [0.107, 0.115, -0.159]], "max_force_ha_per_bohr": 0.0123, "e_tot_ha": -1431.727709, "e_homo_ev": -13.3, "e_lumo_ev": -2.788, "gap_ev": 10.54, "total_charge": 1, "e_above_lowest_ev": 0.0000}